109
Properties=species:S:1:pos:R:3:forces:R:3:mulliken_spin:R:1 method="wB97M-V/def2-TZVPD" total_energy_ev=-242595.844 s_squared=0.76 total_charge=+3 relative_energy_ev=0.5132 e_lumo_ev="-9.32 / -9.32" homo_energy_ev="-15.62 / -15.72" multiplicity=2
Mo -0.216 -0.738 0.075 0.5 1.7 1.9 0.9889
S 0.148 -2.304 1.931 0.0 -0.1 -0.2 -0.0343
P -1.218 -1.086 2.875 -0.4 -0.2 -0.4 0.0007
C -1.194 0.144 1.616 0.6 -0.5 0.2 0.0062
P -0.466 1.728 1.790 0.1 -0.2 -0.2 0.0212
S 0.741 1.500 0.135 0.0 -0.6 -0.2 -0.0204
C -1.603 3.072 1.639 -0.2 0.1 -0.1 0.0086
C -2.968 2.825 1.765 0.0 0.1 0.0 -0.0085
C -3.862 3.884 1.670 0.0 -0.1 0.0 0.0000
C -3.390 5.169 1.443 0.0 0.0 0.0 0.0014
C -2.026 5.410 1.301 0.0 0.0 0.0 -0.0015
C -1.125 4.364 1.399 -0.1 0.0 -0.1 -0.0002
C 0.617 2.015 3.184 -0.1 0.1 0.2 0.0139
C 1.680 1.142 3.424 0.1 0.1 0.1 -0.0053
C 2.531 1.370 4.488 0.0 0.0 0.0 0.0005
C 2.332 2.473 5.317 0.0 0.0 0.0 -0.0002
C 1.275 3.338 5.086 -0.1 0.0 0.0 0.0003
C 0.408 3.109 4.024 0.0 0.0 0.1 0.0005
C -2.821 -1.864 2.968 -0.2 0.0 0.0 0.0045
C -3.744 -1.698 1.934 -0.1 0.0 0.0 0.0029
C -4.974 -2.336 1.997 0.0 0.0 0.0 0.0000
C -5.282 -3.139 3.087 0.0 0.0 0.0 -0.0003
C -4.368 -3.300 4.122 0.1 0.0 0.0 0.0016
C -3.140 -2.656 4.073 0.0 -0.1 -0.1 -0.0001
C -0.771 -0.716 4.551 0.1 0.2 0.1 0.0065
C -1.470 0.298 5.211 0.0 0.0 0.1 0.0009
C -1.235 0.518 6.558 0.0 0.0 0.0 -0.0005
C -0.319 -0.281 7.239 0.0 0.0 0.0 0.0002
C 0.365 -1.294 6.581 0.0 0.0 0.0 -0.0004
C 0.144 -1.515 5.228 0.1 0.0 0.1 -0.0042
H -3.326 1.815 1.934 0.0 0.0 0.0 -0.0045
H -4.926 3.708 1.777 0.1 0.0 0.0 0.0000
H -4.089 5.992 1.376 0.0 0.0 0.0 0.0001
H -1.669 6.416 1.119 0.0 0.0 0.0 0.0000
H -0.062 4.549 1.283 0.0 0.0 0.0 -0.0003
H 1.832 0.279 2.792 0.0 -0.1 -0.1 0.0048
H 3.353 0.690 4.680 0.0 0.0 0.0 -0.0005
H 3.006 2.653 6.147 0.0 0.0 -0.1 0.0002
H 1.118 4.193 5.733 0.0 0.0 0.0 0.0003
H -0.423 3.782 3.858 0.0 0.0 0.0 0.0005
H -3.517 -1.036 1.105 0.0 0.0 0.0 0.0005
H -5.696 -2.203 1.201 0.0 0.0 0.0 -0.0002
H -6.243 -3.637 3.136 0.0 0.0 0.0 0.0001
H -4.616 -3.920 4.974 0.0 0.0 0.0 0.0001
H -2.437 -2.778 4.888 0.0 0.0 0.0 0.0004
H -2.203 0.903 4.684 0.0 0.0 0.0 -0.0006
H -1.772 1.299 7.083 0.0 -0.1 0.0 0.0000
H -0.146 -0.114 8.296 0.0 0.0 -0.1 -0.0001
H 1.070 -1.914 7.121 0.0 0.0 0.0 0.0000
H 0.672 -2.309 4.712 0.0 0.0 0.0 0.0020
C 5.863 1.117 -5.108 -0.1 -0.1 0.0 0.0000
C 4.633 0.226 -5.308 0.2 0.1 -0.1 -0.0001
S 4.004 -0.454 -3.810 0.4 0.3 0.0 0.0010
O 3.929 0.579 -2.796 0.1 -0.1 -0.1 0.0006
O 2.794 -1.209 -4.097 0.6 0.0 -0.2 0.0006
C 5.205 -1.656 -3.307 0.1 -0.1 0.1 0.0006
C 5.058 -1.962 -1.823 -0.3 -0.1 -0.1 -0.0008
N 3.639 -2.147 -1.430 0.5 -0.2 0.2 0.0018
C 2.988 -1.323 -0.589 -0.2 0.2 -0.2 0.0385
N 1.680 -1.634 -0.579 0.0 -0.2 -0.2 -0.0430
C 1.524 -2.735 -1.406 -0.4 0.3 0.5 0.0214
C 2.715 -3.041 -1.922 0.4 -0.2 -0.2 -0.0005
N 2.974 -4.116 -2.844 0.2 0.1 -0.2 -0.0002
O 1.992 -4.623 -3.351 0.1 -0.1 0.2 0.0001
O 4.130 -4.414 -3.061 -0.2 0.0 0.1 0.0005
C 3.673 -0.255 0.186 0.0 -0.1 0.0 -0.0063
H 6.108 1.594 -6.055 0.0 0.0 0.0 0.0000
H 6.740 0.549 -4.796 0.0 0.0 0.0 0.0000
H 5.668 1.895 -4.373 0.0 0.0 0.0 0.0000
H 4.826 -0.636 -5.955 -0.1 0.1 0.0 0.0000
H 3.781 0.780 -5.710 0.0 0.0 0.0 0.0000
H 6.216 -1.289 -3.496 -0.1 0.1 0.0 0.0000
H 5.015 -2.524 -3.933 0.2 -0.1 0.0 -0.0001
H 5.415 -1.126 -1.237 0.1 0.0 0.0 0.0003
H 5.634 -2.847 -1.579 0.0 -0.1 0.1 0.0000
H 0.593 -3.245 -1.566 -0.1 0.0 0.0 -0.0216
H 4.447 -0.692 0.820 0.0 0.0 0.0 0.0013
H 2.963 0.267 0.811 -0.1 0.0 0.1 -0.0007
H 4.134 0.466 -0.489 -0.1 0.0 0.0 0.0013
O -1.034 -0.299 -1.459 -0.7 -0.1 -1.7 -0.0027
C -1.447 0.192 -2.787 0.3 0.0 0.2 -0.0187
C -2.913 0.547 -2.743 0.1 -0.2 0.0 0.0002
C -3.725 0.817 -3.808 -0.1 0.1 -0.1 -0.0010
C -5.041 1.190 -3.409 0.1 0.0 -0.1 0.0001
C -5.178 1.216 -2.057 -0.1 0.0 0.0 0.0000
S -3.732 0.789 -1.260 0.1 -0.1 0.2 0.0055
C -1.171 -1.033 -3.676 0.0 -0.1 0.3 0.0033
C 0.125 -1.603 -3.944 -0.6 0.4 0.1 0.0061
C 0.043 -2.756 -4.624 -0.1 -0.1 -0.3 0.0012
C -1.348 -3.218 -4.875 0.2 -0.2 0.1 0.0003
S -2.447 -1.918 -4.248 -0.2 0.0 -0.1 0.0007
C -0.610 1.388 -3.145 0.0 0.0 0.0 0.0120
C -1.058 2.680 -3.210 0.0 0.2 0.0 0.0012
C -0.014 3.618 -3.430 -0.2 0.0 0.0 0.0008
C 1.207 3.024 -3.516 0.1 0.0 0.0 -0.0024
S 1.104 1.334 -3.351 -0.2 0.0 0.1 -0.0006
H -3.400 0.800 -4.845 0.0 0.0 0.2 0.0000
H -5.836 1.442 -4.101 0.1 0.0 0.1 0.0000
H -6.058 1.464 -1.478 0.1 0.0 -0.1 0.0000
H 1.067 -1.145 -3.678 -0.3 0.0 0.1 -0.0074
H 0.892 -3.349 -4.952 -0.2 0.1 0.1 -0.0001
H -1.585 -3.489 -5.902 0.0 0.2 -0.1 0.0001
H -2.098 2.958 -3.100 0.1 0.0 0.0 0.0001
H -0.169 4.686 -3.527 0.0 -0.1 0.0 0.0000
H 2.168 3.488 -3.690 -0.1 0.0 0.0 0.0000
Cl -2.211 -4.993 0.749 0.1 0.0 -0.1 -0.0017
Ge -2.107 -3.272 -0.503 -0.3 0.0 0.3 0.0244
Cl -4.102 -3.227 -1.331 0.1 0.1 -0.1 -0.0017
Cl -1.633 -4.675 -3.901 0.0 -0.3 0.2 0.0000


144
Properties=species:S:1:pos:R:3:forces:R:3:mulliken_spin:R:1 method="wB97M-V/def2-TZVPD" total_energy_ev=-173373.084 s_squared=0.90 total_charge=-2 relative_energy_ev=0.0000 e_lumo_ev="3.15 / 3.15" homo_energy_ev="-0.37 / -1.16" multiplicity=2
Hg -0.298 -0.219 -0.056 -0.2 0.2 -0.2 -0.0004
C -7.121 6.993 2.156 0.0 0.0 0.0 -0.0007
O -6.794 6.654 0.824 -0.1 0.1 0.1 -0.0008
C -5.897 5.620 0.671 0.1 -0.1 0.0 -0.0109
C -5.867 4.507 1.498 0.1 -0.1 0.0 0.0100
C -4.922 3.510 1.279 0.0 0.1 0.0 -0.0159
C -3.986 3.595 0.247 0.0 0.1 0.0 -0.0294
C -4.088 4.696 -0.608 0.0 -0.1 -0.1 -0.0169
C -5.024 5.698 -0.401 0.1 0.0 -0.1 0.0075
C -2.912 2.568 0.133 0.2 -0.3 -0.1 -0.0619
C -1.581 3.013 0.120 -0.1 -0.1 0.0 0.1170
C -1.139 4.391 0.189 0.1 -0.1 0.0 -0.0541
C 0.210 4.382 0.030 0.0 0.0 0.0 0.0973
C 0.617 2.988 -0.085 0.2 0.1 0.2 -0.0690
N -0.467 2.208 -0.020 -0.1 0.0 0.0 -0.0023
C 2.000 2.543 -0.089 -0.2 -0.1 -0.1 0.1882
C 2.382 1.438 0.785 0.1 0.1 0.4 0.0434
C 3.531 1.353 1.651 -0.1 0.1 -0.1 0.0989
C 3.362 0.243 2.450 -0.1 0.0 -0.1 0.0432
C 2.129 -0.364 2.072 0.1 0.3 0.1 0.0622
C 1.552 -1.494 2.724 -0.3 -0.1 -0.1 0.0260
C 2.288 -1.981 3.937 0.0 0.1 -0.1 0.0017
C 1.827 -1.611 5.196 0.1 0.0 0.0 -0.0058
C 2.502 -1.970 6.360 -0.1 0.0 0.0 -0.0012
C 3.665 -2.724 6.267 -0.2 0.1 0.0 -0.0024
O 4.410 -3.122 7.348 0.0 0.0 0.2 -0.0001
C 3.967 -2.673 8.608 0.1 0.0 0.0 0.0002
C 4.130 -3.120 5.022 0.1 -0.1 -0.2 0.0054
C 3.447 -2.750 3.874 0.1 0.0 -0.1 0.0004
C 0.313 -2.100 2.496 0.2 0.1 -0.1 0.0316
N -0.658 -1.677 1.626 0.1 0.1 0.2 0.0863
C -1.762 -2.436 1.801 -0.1 0.1 -0.1 -0.0942
C -3.023 -2.184 1.223 0.1 0.2 -0.1 0.1404
C -4.150 -3.103 1.581 0.0 0.2 -0.1 0.0404
C -4.686 -3.081 2.868 0.0 0.0 -0.1 0.0097
C -5.836 -3.794 3.196 0.1 0.1 0.0 -0.0024
C -6.473 -4.550 2.221 0.1 0.0 0.1 -0.0002
O -7.634 -5.252 2.448 -0.2 0.0 0.0 0.0003
C -8.437 -4.789 3.512 0.0 -0.1 0.0 0.0001
C -5.932 -4.629 0.949 0.1 0.0 -0.2 -0.0013
C -4.783 -3.914 0.639 0.0 0.0 0.0 0.0256
C -3.389 -0.955 0.568 0.0 0.1 0.3 -0.0707
C -4.721 -0.582 0.144 0.1 -0.1 0.0 0.1185
C -4.692 0.764 -0.105 0.0 -0.1 0.0 -0.0403
C -3.349 1.207 0.149 -0.1 0.0 0.0 0.1496
N -2.589 0.140 0.508 0.0 -0.1 0.2 -0.0030
C -1.458 -3.479 2.767 0.2 -0.1 0.1 0.0318
C -0.191 -3.254 3.212 -0.3 -0.1 -0.1 -0.0489
N 1.575 0.396 1.063 0.1 -0.4 0.1 0.0044
C 2.969 3.342 -0.842 0.1 0.0 -0.1 -0.0391
C 4.368 3.305 -0.687 -0.1 0.0 0.0 0.1497
C 5.226 4.159 -1.382 0.0 -0.1 0.1 -0.0347
C 4.723 5.061 -2.304 -0.1 -0.1 0.0 0.0572
O 5.483 5.982 -2.995 0.1 0.0 -0.1 0.0071
C 6.872 5.913 -2.798 0.0 0.1 -0.1 0.0040
C 3.365 5.022 -2.595 0.0 0.1 0.1 -0.0553
C 2.525 4.174 -1.904 -0.1 0.0 0.4 0.0603
H -6.233 7.315 2.709 0.0 0.0 0.0 0.0003
H -7.589 6.169 2.697 0.0 0.0 0.0 -0.0001
H -7.829 7.818 2.100 0.0 0.0 0.0 0.0001
H -6.568 4.405 2.317 0.1 0.0 0.0 0.0008
H -4.898 2.649 1.935 0.0 0.0 0.0 -0.0076
H -3.423 4.759 -1.460 0.0 0.0 0.1 -0.0029
H -5.093 6.547 -1.072 0.0 0.0 0.0 0.0003
H -1.760 5.254 0.373 0.0 0.0 0.0 -0.0053
H 0.876 5.232 0.055 0.0 0.0 0.0 -0.0017
H 4.326 2.074 1.746 0.0 0.0 0.0 0.0067
H 4.027 -0.098 3.231 -0.1 0.0 0.0 -0.0065
H 0.921 -1.019 5.259 0.1 0.0 0.0 -0.0023
H 2.110 -1.651 7.318 0.0 0.0 -0.1 0.0002
H 4.679 -3.053 9.338 0.0 0.0 0.0 0.0000
H 2.971 -3.057 8.849 0.0 0.0 0.0 -0.0001
H 3.947 -1.580 8.664 0.0 0.0 0.0 0.0000
H 5.032 -3.721 4.970 -0.1 0.1 0.0 0.0006
H 3.821 -3.064 2.906 0.0 0.0 0.0 -0.0036
H -4.199 -2.470 3.620 -0.1 0.0 0.0 0.0011
H -6.233 -3.740 4.203 0.0 0.0 -0.1 0.0006
H -9.416 -5.247 3.386 0.0 0.0 0.0 0.0000
H -8.538 -3.702 3.488 0.0 0.0 0.0 0.0001
H -8.036 -5.083 4.487 0.0 0.0 0.0 -0.0001
H -6.428 -5.241 0.205 0.0 0.0 0.0 0.0005
H -4.377 -3.960 -0.366 0.0 0.0 0.0 0.0002
H -5.561 -1.251 0.023 0.0 0.0 0.1 0.0093
H -5.503 1.385 -0.462 0.0 -0.1 0.1 -0.0005
H -2.134 -4.265 3.075 0.1 0.1 0.0 0.0052
H 0.360 -3.827 3.945 -0.1 0.0 0.0 -0.0012
H 4.824 2.582 -0.032 0.0 0.0 0.1 0.0128
H 6.291 4.090 -1.192 -0.1 0.0 0.0 -0.0018
H 7.310 6.715 -3.390 0.0 0.0 0.0 0.0000
H 7.280 4.954 -3.134 0.0 0.0 0.0 -0.0010
H 7.142 6.061 -1.748 0.0 0.0 0.0 -0.0004
H 2.981 5.649 -3.394 0.1 0.0 0.1 -0.0040
H 1.486 4.126 -2.211 0.3 0.1 0.4 0.0087
O 1.179 0.387 -2.121 0.1 -0.1 -0.3 0.0316
C 0.510 0.523 -3.374 -0.2 -0.1 0.0 0.0024
C -0.924 -0.148 -3.307 0.1 0.2 0.0 0.0017
O -1.536 -0.190 -4.382 0.1 -0.1 0.4 0.0003
O -1.300 -0.533 -2.167 -0.2 -0.1 -0.3 -0.0063
C 0.320 2.014 -3.652 0.2 0.0 -0.1 0.0075
C -0.748 2.677 -3.045 -0.1 0.0 -0.1 -0.0098
C -0.892 4.052 -3.176 0.0 -0.1 -0.1 0.0055
C 0.026 4.787 -3.920 0.0 -0.1 -0.2 -0.0009
C 1.097 4.136 -4.518 -0.3 -0.1 -0.4 0.0012
C 1.246 2.761 -4.376 -0.1 -0.1 -0.1 -0.0038
C 1.303 -0.250 -4.419 0.1 0.1 0.0 -0.0009
C 2.268 -1.164 -4.005 0.1 0.0 0.0 0.0013
C 2.988 -1.912 -4.933 -0.1 0.1 0.0 0.0001
C 2.752 -1.754 -6.292 0.0 0.0 0.0 0.0000
C 1.775 -0.857 -6.711 0.0 0.0 0.0 0.0002
C 1.053 -0.117 -5.785 0.0 0.0 0.0 0.0005
H 1.350 1.259 -1.736 0.1 0.1 0.0 0.0026
H -1.464 2.111 -2.456 0.1 0.1 -0.1 0.0049
H -1.720 4.550 -2.683 0.1 -0.1 -0.1 -0.0061
H -0.087 5.861 -4.017 0.0 0.0 0.0 -0.0001
H 1.830 4.703 -5.083 -0.1 -0.1 0.0 -0.0002
H 2.100 2.264 -4.820 0.0 0.0 0.0 0.0007
H 2.446 -1.278 -2.944 0.0 0.0 -0.1 -0.0012
H 3.736 -2.619 -4.588 0.0 0.0 0.0 0.0000
H 3.319 -2.328 -7.018 0.0 0.0 0.0 0.0000
H 1.573 -0.737 -7.770 0.0 0.0 0.0 0.0000
H 0.272 0.556 -6.111 0.0 0.0 0.0 0.0000
Se 4.041 -7.749 -2.408 0.2 -0.6 -0.1 0.0002
N 4.717 -6.220 -1.785 0.1 -0.2 -0.1 0.0008
C 3.715 -5.407 -1.652 -0.2 0.4 0.1 -0.0003
C 3.848 -4.029 -1.184 0.1 -0.1 0.0 -0.0037
C 5.085 -3.447 -0.901 0.0 -0.1 0.0 -0.0031
C 5.131 -2.127 -0.514 0.0 0.0 0.0 0.0055
C 3.928 -1.421 -0.425 0.0 0.1 0.0 -0.0265
N 2.752 -1.971 -0.667 0.0 0.0 0.0 -0.0030
C 2.699 -3.249 -1.038 0.0 0.1 0.1 0.0043
C 1.354 -3.800 -1.336 0.0 0.0 0.0 -0.0002
N 0.307 -3.009 -1.102 -0.1 0.0 -0.1 -0.0020
C -0.903 -3.448 -1.416 0.1 0.1 0.0 0.0090
C -1.132 -4.694 -2.006 0.0 0.0 0.0 0.0004
C -0.061 -5.523 -2.224 0.1 -0.1 0.0 -0.0004
C 1.215 -5.086 -1.864 0.0 -0.1 -0.1 0.0020
C 2.401 -5.926 -2.013 -0.2 0.4 0.1 -0.0001
N 2.359 -7.152 -2.438 0.1 -0.1 0.0 -0.0003
H 5.982 -4.047 -1.001 0.0 0.0 0.0 -0.0001
H 6.069 -1.639 -0.284 0.0 0.0 0.0 0.0014
H 3.917 -0.367 -0.155 0.0 -0.1 0.0 0.0216
H -1.727 -2.772 -1.211 0.1 0.0 0.0 -0.0018
H -2.137 -4.984 -2.282 0.0 0.0 0.0 0.0001
H -0.174 -6.506 -2.664 0.0 0.0 0.0 0.0000